1.
{
  "formula": "C2H4NO",
  "method": "ωB97M-V/def2-TZVPD",
  "elements": ["C", "C", "N", "O", "H", "H", "H", "H"],
  "positions_angstrom": [[-0.088, 0.290, 0.173], [1.112, -0.437, -0.389], [2.286, -0.001, -0.139], [3.347, 0.186, 0.308], [0.118, 0.602, 1.193], [-0.231, 1.158, -0.460], [-0.966, -0.307, 0.027], [0.896, -0.991, -1.323]],
  "atomic_forces_ev_per_a": [[0.8, 0.4, 0.3], [0.7, 1.3, -0.7], [0.9, -0.9, 0.7], [-2.6, -0.3, -1.2], [-0.4, 0.0, 0.1], [0.0, 0.4, -0.1], [-0.3, -0.6, 0.3], [0.9, -0.1, 0.5]],
  "nbo_charge": [-0.631, 0.055, 0.390, 0.031, 0.265, 0.281, 0.281, 0.328],
  "e_homo_ev": -17.28,
  "de_lowest_kj_mol": 248.7,
  "mol_weight_da": 58.1,
  "total_energy_ev": -5664.75481,
  "total_charge": 1,
  "smiles": "CC=[N+]=O",
  "homo_lumo_gap_ev": 9.277
}


2.
{
  "formula": "C52H50N8PPd",
  "method": "ωB97M-V/def2-TZVPD",
  "elements": ["Pd", "C", "N", "C", "N", "C", "C", "C", "C", "C", "C", "C", "C", "C", "C", "C", "C", "C", "C", "P", "C", "N", "C", "C", "N", "C", "C", "C", "C", "C", "C", "C", "C", "C", "C", "C", "C", "C", "C", "N", "C", "C", "N", "C", "C", "C", "C", "C", "C", "C", "C", "C", "C", "C", "C", "C", "H", "H", "H", "H", "H", "H", "H", "H", "H", "H", "H", "H", "H", "H", "H", "H", "H", "H", "H", "H", "H", "H", "H", "H", "H", "H", "H", "H", "H", "H", "H", "H", "H", "H", "H", "H", "H", "H", "H", "N", "C", "C", "N", "C", "C", "H", "H", "H", "H", "H", "H", "H", "H", "H", "H", "H"],
  "positions_angstrom": [[-0.106, -0.867, 0.588], [-3.899, 1.031, -3.116], [-3.297, 0.787, -1.799], [-2.251, -0.050, -1.522], [-2.064, -0.099, -0.211], [-3.004, 0.690, 0.372], [-3.781, 1.272, -0.609], [-4.885, 2.237, -0.483], [-4.849, 3.444, -1.181], [-5.867, 4.372, -1.025], [-6.926, 4.100, -0.169], [-6.967, 2.901, 0.528], [-5.950, 1.971, 0.374], [-3.142, 0.836, 1.838], [-3.746, -0.176, 2.584], [-3.944, -0.017, 3.950], [-3.526, 1.149, 4.583], [-2.914, 2.158, 3.845], [-2.732, 2.006, 2.475], [-1.101, -0.518, -2.853], [-0.278, -1.990, -2.193], [-0.199, -2.377, -0.936], [0.667, -3.443, -0.872], [1.125, -3.705, -2.146], [0.501, -2.784, -2.966], [0.723, -2.654, -4.410], [2.126, -4.664, -2.669], [3.482, -4.394, -2.489], [4.437, -5.283, -2.961], [4.041, -6.443, -3.614], [2.693, -6.713, -3.801], [1.735, -5.825, -3.331], [0.860, -4.149, 0.413], [0.036, -3.824, 1.496], [0.140, -4.495, 2.705], [1.081, -5.503, 2.864], [1.898, -5.841, 1.792], [1.783, -5.182, 0.577], [0.184, 0.686, -2.290], [0.748, 0.676, -1.082], [1.523, 1.782, -1.000], [1.428, 2.507, -2.220], [0.579, 1.787, -3.002], [0.219, 2.103, -4.391], [2.105, 3.725, -2.628], [3.486, 3.842, -2.411], [4.148, 4.991, -2.804], [3.440, 6.037, -3.385], [2.066, 5.935, -3.585], [1.399, 4.781, -3.220], [2.308, 2.161, 0.169], [2.346, 3.493, 0.599], [3.135, 3.853, 1.680], [3.919, 2.898, 2.316], [3.893, 1.574, 1.887], [3.077, 1.199, 0.830], [-3.852, 0.126, -3.713], [-4.939, 1.306, -2.973], [-3.392, 1.839, -3.639], [-4.014, 3.664, -1.839], [-5.834, 5.309, -1.567], [-7.723, 4.823, -0.049], [-7.799, 2.685, 1.186], [-5.988, 1.029, 0.908], [-4.091, -1.073, 2.083], [-4.450, -0.791, 4.514], [-3.709, 1.288, 5.641], [-2.611, 3.077, 4.331], [-2.287, 2.805, 1.892], [1.109, -3.593, -4.793], [-0.215, -2.428, -4.910], [1.453, -1.871, -4.617], [3.782, -3.489, -1.971], [5.490, -5.073, -2.820], [4.786, -7.139, -3.979], [2.386, -7.618, -4.309], [0.680, -6.041, -3.462], [-0.764, -3.107, 1.360], [-0.556, -4.276, 3.509], [1.149, -6.048, 3.796], [2.620, -6.641, 1.896], [2.419, -5.485, -0.244], [1.085, 2.522, -4.895], [-0.089, 1.193, -4.895], [-0.594, 2.824, -4.424], [4.032, 3.024, -1.957], [5.218, 5.073, -2.659], [3.961, 6.939, -3.682], [1.519, 6.759, -4.027], [0.328, 4.707, -3.365], [1.752, 4.241, 0.089], [3.158, 4.883, 2.013], [4.574, 3.191, 3.128], [4.550, 0.848, 2.352], [3.082, 0.181, 0.457], [0.896, -0.980, 5.645], [-0.377, -0.309, 5.187], [-0.661, -0.695, 3.744], [0.459, -0.395, 2.835], [1.686, -1.057, 3.311], [2.048, -0.645, 4.730], [0.755, -1.993, 5.643], [1.112, -0.720, 6.608], [-0.226, 0.765, 5.289], [-1.184, -0.615, 5.849], [-1.550, -0.161, 3.419], [-0.870, -1.765, 3.675], [0.602, 0.613, 2.798], [2.517, -0.827, 2.655], [1.523, -2.138, 3.262], [2.205, 0.431, 4.804], [2.936, -1.160, 5.090]],
  "atomic_forces_ev_per_a": [[-0.1, -0.5, 0.7], [0.1, 0.0, 0.1], [-0.3, 0.1, -0.2], [-0.1, 0.4, 0.0], [0.2, -0.1, 0.2], [0.0, -0.1, 0.0], [-0.1, 0.0, -0.2], [0.1, 0.0, -0.1], [0.0, 0.0, 0.0], [0.0, 0.0, 0.0], [0.0, 0.0, 0.0], [0.0, 0.0, 0.0], [0.0, 0.0, 0.0], [-0.1, 0.0, -0.1], [-0.1, 0.0, 0.0], [-0.1, 0.0, 0.0], [0.0, 0.0, 0.0], [0.0, 0.0, 0.0], [0.1, 0.0, 0.0], [-0.1, -0.2, 0.1], [0.1, -0.2, -0.1], [0.3, 0.3, 0.1], [-0.4, -0.1, 0.0], [0.0, 0.1, -0.2], [0.2, -0.2, -0.3], [0.0, 0.0, 0.2], [-0.1, 0.0, 0.1], [0.0, 0.0, 0.0], [0.0, 0.0, 0.0], [0.0, 0.0, 0.0], [-0.1, 0.0, 0.0], [0.0, 0.0, 0.0], [0.0, 0.0, 0.1], [-0.1, -0.1, -0.1], [0.0, 0.0, 0.0], [0.1, 0.0, -0.1], [0.0, 0.0, 0.1], [0.1, 0.1, 0.0], [0.1, 0.2, 0.4], [0.8, 0.4, -0.1], [-0.1, -0.6, 0.5], [0.1, 0.5, -0.8], [-0.1, 0.4, -0.2], [0.0, 0.0, 0.1], [-0.3, -0.4, 0.2], [0.2, 0.1, 0.2], [0.0, -0.1, 0.0], [0.1, 0.0, 0.0], [-0.2, -0.1, 0.0], [0.0, 0.2, -0.3], [-0.1, 0.0, -0.3], [0.0, 0.1, 0.0], [0.0, 0.0, 0.0], [0.0, 0.1, 0.0], [0.0, -0.1, -0.1], [0.1, -0.1, 0.1], [0.0, 0.0, 0.0], [0.0, 0.0, 0.0], [0.0, 0.0, 0.0], [0.0, 0.0, 0.0], [0.0, 0.0, 0.0], [0.0, 0.0, 0.0], [0.0, 0.0, 0.0], [0.0, 0.0, 0.0], [0.0, 0.0, 0.0], [0.0, 0.0, 0.0], [0.0, 0.0, 0.0], [0.0, 0.0, 0.0], [0.0, 0.0, 0.0], [0.0, 0.0, 0.0], [0.0, 0.0, 0.0], [0.0, 0.0, 0.0], [0.0, 0.0, 0.0], [0.0, 0.0, 0.0], [0.0, 0.0, 0.0], [0.0, 0.0, 0.0], [0.0, 0.0, 0.0], [-0.1, 0.1, 0.0], [0.0, 0.0, 0.0], [0.0, 0.0, 0.0], [0.0, 0.0, 0.0], [0.0, 0.0, 0.0], [0.1, 0.0, 0.0], [0.0, 0.0, 0.0], [0.0, 0.0, 0.0], [0.0, 0.0, 0.0], [0.0, 0.0, 0.0], [0.0, 0.0, 0.0], [0.0, 0.0, 0.0], [0.1, 0.0, 0.0], [0.0, 0.0, 0.0], [0.0, 0.0, 0.0], [0.0, 0.0, 0.0], [0.0, 0.0, 0.0], [0.0, 0.0, 0.0], [0.0, 0.1, -0.1], [0.0, -0.1, -0.1], [0.1, 0.1, 0.0], [-0.1, 0.1, 0.0], [-0.2, 0.0, 0.0], [-0.1, 0.0, 0.0], [0.0, 0.0, 0.0], [0.0, 0.0, 0.0], [0.0, 0.0, 0.0], [0.0, 0.0, 0.0], [0.2, -0.1, 0.0], [0.0, 0.0, 0.0], [0.0, 0.0, 0.0], [0.1, 0.1, -0.1], [0.0, 0.0, -0.1], [0.0, 0.0, 0.0], [0.0, 0.0, 0.0]],
  "lowdin_spin": [0.828, 0.000, 0.002, 0.012, 0.042, 0.011, 0.015, 0.002, 0.002, 0.000, 0.002, 0.000, 0.002, 0.001, 0.000, 0.000, 0.000, 0.000, 0.000, 0.005, 0.010, 0.054, 0.013, 0.007, 0.004, 0.000, 0.001, 0.001, 0.000, 0.000, 0.000, 0.000, 0.006, 0.009, 0.002, 0.002, 0.002, 0.001, 0.181, 0.003, 0.180, 0.188, 0.016, -0.001, 0.051, 0.053, -0.002, 0.067, 0.005, 0.040, 0.032, 0.040, -0.004, 0.045, 0.002, 0.034, 0.000, 0.000, 0.000, 0.000, 0.000, 0.000, 0.000, 0.000, 0.000, 0.000, 0.000, 0.000, 0.000, 0.000, 0.000, 0.000, 0.000, 0.000, 0.000, 0.000, 0.000, 0.003, 0.000, 0.000, 0.000, 0.000, 0.000, 0.000, -0.001, 0.000, -0.001, 0.003, -0.001, 0.001, 0.000, -0.001, 0.002, -0.001, 0.001, 0.000, 0.000, 0.000, 0.016, 0.006, 0.002, 0.000, 0.000, 0.000, 0.000, 0.000, 0.000, 0.000, 0.001, 0.001, 0.000, 0.000],
  "e_homo_ev": [-14.56, -14.49],
  "mol_weight_da": 924.4,
  "spin_multiplicity": 3,
  "total_energy_ev": -79403.30123,
  "total_charge": 3,
  "homo_lumo_gap_ev": [7.755, 3.941]
}


> Which formula does entry 2 have?

C52H50N8PPd


> Number 2 is which compound?

C52H50N8PPd